Computed, not measured: a 11-piece molecular cluster, C48H102F15N6O16 overall, with the ωB97M-V functional and the def2-TZVPD basis.

Properties
* E_tot: -4919.6451 Eh
* net charge: +1
* HOMO energy: -7.17 eV
* orbital gap: 4.475 eV

Last column: Mulliken charge in e.
CARTESIAN COORDINATES (ANGSTROEM)
C: 2.1279 2.5661 -14.0074  -1.220
C: 2.4164 1.8333 -15.2832  0.346
O: 1.9013 0.7815 -15.5896  -0.213
N: 3.4739 2.5002 -16.2040  -0.024
H: 3.0405 3.2632 -16.7040  0.411
H: 4.1487 2.9183 -15.5794  0.437
C: 4.3111 1.5797 -17.0536  -0.710
H: 1.7374 3.5692 -14.1793  0.391
H: 3.0245 2.3802 -13.4161  0.458
H: 1.4046 1.9724 -13.4485  0.229
H: 4.7067 0.7774 -16.4308  0.255
H: 5.0382 2.3086 -17.4117  0.410
H: 3.6614 1.1594 -17.8213  0.206
C: 6.0960 -7.2195 -17.5456  0.211
C: 7.3509 -6.3370 -17.5777  0.356
O: 7.8420 -5.6996 -16.6277  -0.655
N: 7.9346 -6.1096 -18.9915  0.715
H: 7.5138 -6.6726 -19.7168  0.043
H: 7.5972 -5.1841 -19.2147  0.071
C: 9.5075 -6.2684 -19.0006  -0.851
H: 5.4210 -6.8718 -18.3276  -0.236
H: 5.6048 -7.1558 -16.5746  -0.322
H: 6.4613 -8.2121 -17.8088  0.599
H: 9.8688 -5.4699 -19.6486  0.342
H: 9.7667 -7.3076 -19.2030  0.272
H: 9.8891 -5.9215 -18.0402  0.401
C: -2.3203 -3.3279 -21.3449  -1.091
C: -0.7990 -3.2735 -21.2933  0.589
O: -0.0217 -4.0487 -20.6826  -0.357
N: -0.2633 -2.0553 -22.0200  0.422
H: -0.5559 -2.1759 -22.9792  0.455
H: -0.6757 -1.1918 -21.6972  0.062
C: 1.2418 -1.9991 -22.0806  -1.204
H: -2.7060 -3.1329 -22.3456  0.453
H: -2.8499 -2.6879 -20.6392  0.273
H: -2.7091 -4.2993 -21.0393  0.178
H: 1.6331 -1.8724 -21.0712  0.249
H: 1.5925 -1.1910 -22.7225  0.475
H: 1.6507 -2.9019 -22.5343  0.459
C: 2.5711 -2.7324 -13.8822  0.836
C: 4.0586 -2.5358 -13.5741  0.343
O: 4.5465 -1.4569 -13.1682  -0.572
N: 4.9341 -3.7188 -13.9654  0.517
H: 5.4886 -3.9534 -13.1545  0.448
H: 4.4263 -4.5363 -14.2720  -0.224
C: 5.9115 -3.3056 -15.0913  -0.444
H: 2.3250 -3.7874 -14.0030  -0.402
H: 2.3591 -2.1843 -14.8002  -0.890
H: 1.9296 -2.3461 -13.0901  0.549
H: 6.5452 -4.1138 -15.4564  0.149
H: 6.6113 -2.5905 -14.6589  0.448
H: 5.2121 -2.8870 -15.8150  0.086
C: -1.9184 -7.8720 -19.4988  -1.005
C: -2.1001 -7.9077 -17.9913  -0.383
N: -3.5776 -7.7369 -17.5590  0.201
C: -4.4884 -8.7173 -18.3311  -1.205
C: -3.6586 -8.2014 -16.0608  -0.274
C: -3.6114 -9.7740 -15.8126  -1.299
C: -4.1829 -6.3001 -17.8330  -0.921
C: -3.3379 -5.1199 -17.3253  -0.128
O: -2.9468 -5.3210 -15.9698  -0.386
C: -2.3428 -4.1208 -15.3453  -0.703
H: -2.3678 -8.6825 -20.0726  0.353
H: -0.8560 -8.0638 -19.6486  0.230
H: -2.2336 -6.9078 -19.8978  0.182
H: -1.5412 -7.1805 -17.4023  0.325
H: -1.8028 -8.8791 -17.5963  0.399
H: -5.4894 -8.6224 -17.9101  0.377
H: -4.0848 -9.7298 -18.3230  0.375
H: -4.5033 -8.3449 -19.3554  0.557
H: -4.6605 -7.9748 -15.6960  0.377
H: -2.9018 -7.5732 -15.5911  0.352
H: -2.8582 -10.2954 -16.4034  0.338
H: -4.6072 -10.2081 -15.9021  0.388
H: -3.3642 -10.1174 -14.8081  0.394
H: -5.1590 -6.3362 -17.3492  0.432
H: -4.2602 -6.2797 -18.9200  0.340
H: -3.9887 -4.2460 -17.2955  0.825
H: -2.4829 -5.0554 -17.9982  -0.064
H: -1.4802 -3.8244 -15.9421  -0.156
H: -2.0996 -4.1525 -14.2833  0.428
H: -3.0508 -3.2920 -15.3452  0.521
C: 5.7342 -8.6356 -13.8039  -1.071
C: 4.5985 -9.6606 -13.4402  -0.483
N: 3.5134 -9.1928 -12.4492  0.412
C: 2.5631 -10.4458 -12.1526  -0.979
C: 4.2049 -8.6976 -11.1297  -0.411
C: 4.8565 -9.7489 -10.2474  -1.331
C: 2.7134 -8.0771 -13.1505  -0.137
C: 1.3338 -7.8940 -12.5429  -1.147
O: 1.3441 -8.0047 -11.1825  -0.309
C: -0.0269 -8.1633 -10.6165  -0.876
H: 5.2270 -7.7391 -14.1604  0.010
H: 6.2608 -8.9312 -14.7114  0.503
H: 6.5256 -8.3939 -13.0944  0.316
H: 4.8900 -10.6318 -13.0403  0.551
H: 4.0275 -9.9723 -14.3148  0.551
H: 3.1942 -11.2798 -11.8456  0.561
H: 2.2394 -10.6680 -13.1694  0.445
H: 1.7331 -10.2255 -11.4812  0.096
H: 3.4660 -8.1333 -10.5607  0.409
H: 4.8800 -7.9274 -11.5026  0.465
H: 4.2094 -10.6124 -10.0929  0.300
H: 5.2940 -9.3463 -9.3338  0.399
H: 5.6537 -10.1866 -10.8482  0.364
H: 2.6426 -8.4004 -14.1890  0.126
H: 3.2982 -7.1853 -12.9249  0.031
H: 0.6916 -8.5465 -13.1345  0.480
H: 0.9314 -6.9103 -12.7846  0.679
H: -0.5569 -9.0650 -10.9233  0.354
H: -0.6095 -7.2600 -10.7971  0.316
H: 0.0353 -8.2261 -9.5301  0.287
C: 2.6890 -5.5396 -16.5873  1.045
O: 2.7251 -4.0426 -16.7406  0.717
O: 3.5481 -5.7442 -15.4362  -0.781
C: 1.2115 -5.9652 -16.4231  0.140
F: 1.1012 -7.2882 -16.2335  -0.222
F: 0.4840 -5.3610 -15.4734  -0.274
F: 0.5322 -5.7304 -17.5481  -0.101
C: 2.0159 -3.4098 -17.8116  0.301
C: 2.4178 -1.9768 -17.7492  0.955
H: 3.4706 -1.8170 -17.9817  -0.020
H: 1.8496 -1.3482 -18.4348  -0.423
H: 2.2307 -1.4723 -16.8013  -0.788
H: 0.9447 -3.5161 -17.6400  -0.419
H: 2.2608 -3.7453 -18.8194  0.019
H: 2.9799 -6.0070 -17.5281  -0.741
C: -0.7626 1.7843 -21.2126  0.115
O: -1.0813 2.8265 -22.2276  -0.374
O: -1.4300 0.5576 -21.5745  -0.909
C: 0.7709 1.6844 -20.8902  0.603
F: 1.0740 1.1293 -19.7423  -0.210
F: 1.4928 1.1127 -21.7665  -0.245
F: 1.1950 2.9571 -20.7878  -0.336
C: -0.5604 2.7095 -23.5285  0.121
C: -0.6340 4.0431 -24.2814  -1.351
H: -0.1474 4.1242 -25.2534  0.370
H: -1.6925 4.2795 -24.3895  0.302
H: -0.2395 4.8969 -23.7305  0.326
H: -1.0156 1.9203 -24.1269  0.250
H: 0.4953 2.4477 -23.5998  0.112
H: -1.2541 2.1516 -20.3117  0.228
C: -2.4515 0.3976 -15.3628  -0.099
O: -2.3589 -0.6878 -16.3288  -0.411
O: -3.7787 0.8270 -15.3199  -0.866
C: -1.6484 -0.0422 -14.0695  0.846
F: -0.3965 -0.4095 -14.3519  -0.131
F: -1.5888 0.8987 -13.1520  -0.290
F: -2.1993 -1.1980 -13.4625  -0.340
C: -1.1126 -0.9852 -17.0029  0.127
C: -1.2382 -1.8061 -18.3318  0.704
H: -0.2225 -1.8756 -18.7213  -0.597
H: -1.5191 -2.8262 -18.0697  -0.545
H: -1.8450 -1.3820 -19.1318  0.410
H: -0.5752 -1.6867 -16.3648  -0.219
H: -0.4278 -0.1534 -17.1682  0.296
H: -1.8860 1.1313 -15.9373  0.064
C: 5.8167 -7.5770 -21.4758  0.155
O: 5.0733 -8.0544 -20.3891  -0.216
O: 7.1170 -7.7932 -21.1427  -1.069
C: 5.3711 -7.9495 -22.9490  0.698
F: 6.2996 -8.0423 -23.8889  -0.275
F: 4.7146 -9.1245 -23.0406  -0.304
F: 4.5326 -6.9912 -23.3994  -0.280
C: 3.7466 -7.4942 -20.2574  -0.253
C: 3.0112 -8.5069 -19.2977  -0.522
H: 3.1029 -9.5384 -19.6377  0.512
H: 3.4091 -8.4083 -18.2877  -0.041
H: 1.9441 -8.3070 -19.2012  -0.145
H: 3.1771 -7.4789 -21.1867  0.635
H: 3.7597 -6.4781 -19.8629  0.116
H: 5.6125 -6.5063 -21.4742  0.113
C: 6.6052 -2.2667 -19.8908  0.475
O: 6.4273 -1.7970 -21.1900  -0.436
O: 7.4680 -3.3663 -19.9474  -1.099
C: 6.9092 -1.1720 -18.8646  0.708
F: 7.7488 -0.1945 -19.2815  -0.323
F: 5.8225 -0.4730 -18.5862  -0.301
F: 7.3079 -1.6380 -17.6600  -0.256
C: 5.0550 -1.5536 -21.5757  0.510
C: 4.9380 -0.9490 -22.9506  -1.318
H: 3.8744 -0.9547 -23.1892  0.209
H: 5.2881 0.0824 -22.9918  0.384
H: 5.5304 -1.5612 -23.6305  0.372
H: 4.4590 -0.9304 -20.9089  0.085
H: 4.4631 -2.4550 -21.7344  0.148
H: 5.7507 -2.7431 -19.4103  -0.149

***

Computed, not measured: C14H25BEuN6Si as an isolated structure, with the ωB97M-V functional and the def2-TZVPD basis.

Properties
* E_tot: -1901.6068 Eh
* net charge: 0
* HOMO energy (alpha / beta): -7.58 / -7.60 eV
* orbital gap (alpha / beta): 6.860 / 5.890 eV
* multiplicity: 8

Last column: Mulliken charge in e.
CARTESIAN COORDINATES (ANGSTROEM)
H: -1.8536 -2.5054 -0.4926  0.427
N: -1.2303 -0.7278 -1.4764  0.042
B: -0.9214 1.1998 -3.1415  0.140
N: -1.6222 -0.1038 -2.6603  -0.162
C: -2.6363 -0.7953 -3.2121  -0.095
Eu: 0.3602 -0.0990 0.3104  0.849
H: -3.0748 -0.4434 -4.1314  0.445
C: -2.9155 -1.9056 -2.4070  -1.163
H: -3.6623 -2.6526 -2.5663  0.390
C: -2.0010 -1.8292 -1.3347  -0.021
H: -1.3582 1.5797 -4.1895  -0.111
C: 2.6566 0.9098 1.0903  -0.962
H: 3.1230 0.5974 2.0200  0.397
H: 2.2167 1.9165 1.1758  0.323
H: 3.3543 0.8550 0.2549  0.291
N: 0.6138 0.8665 -3.3162  -0.090
N: -1.0555 2.2886 -2.0330  -0.203
N: 1.3157 0.3257 -2.2350  0.045
N: -0.6192 1.9869 -0.7411  0.092
C: 1.4507 0.9998 -4.3731  -0.106
C: -1.5822 3.5291 -2.0511  -0.080
H: 1.0749 1.3955 -5.3050  0.443
H: -1.9917 3.9282 -2.9748  0.435
C: 2.7182 0.5540 -3.9807  -1.147
C: -1.4748 4.0757 -0.7768  -1.161
C: 2.5792 0.1472 -2.6333  -0.197
C: -0.8565 3.0845 0.0075  -0.046
H: 3.6042 0.5378 -4.5845  0.377
H: -1.7953 5.0496 -0.4517  0.383
H: 3.3345 -0.2455 -1.9669  0.487
H: -0.5733 3.1028 1.0535  0.420
H: 1.9188 -1.4703 0.3719  -0.103
C: -0.5148 -1.4089 5.2375  -1.019
Si: 0.0223 -1.5168 3.4367  0.212
C: 1.9190 -1.5388 3.4048  -0.999
C: -0.5354 -3.1492 2.6587  -0.955
C: -0.7644 -0.0995 2.5697  -1.192
H: -0.1158 -2.2246 5.8574  0.291
H: -1.6136 -1.4264 5.2913  0.273
H: -0.1598 -0.4508 5.6483  0.276
H: 2.2923 -2.2743 4.1366  0.369
H: 2.3391 -1.8113 2.4231  0.400
H: 2.3244 -0.5503 3.6652  0.213
H: -1.6327 -3.2111 2.6185  0.307
H: -0.1346 -3.2923 1.6411  0.306
H: -0.1759 -3.9774 3.2883  0.299
H: -0.6000 0.9638 2.8155  0.424
H: -1.7468 -0.1843 2.0580  0.456

***

Computed, not measured: one molecule with the formula C3H6ClNO2, with the ωB97M-V functional and the def2-TZVPD basis.

Properties
* E_tot: -783.3250 Eh
* net charge: 0
* energy relative to the best compared isomer or geometry (same formula, charge and spin): 17.5 kcal/mol
* SMILES: C[C@@](N)(Cl)C(=O)O
* HOMO energy: -10.10 eV
* orbital gap: 10.361 eV

Last column: Mulliken charge in e.
CARTESIAN COORDINATES (ANGSTROEM)
C: 0.1219 -1.3122 -0.4237  -1.136
C: -0.3080 0.0067 0.2712  0.232
N: -1.5092 0.3385 0.7648  -0.365
Cl: 1.2441 0.0596 1.8335  -0.370
C: 0.2727 1.1761 -0.6364  0.647
O: -0.4648 2.0276 -1.0713  -0.550
O: 1.5039 1.0223 -0.9552  -0.454
H: 0.0937 -2.0845 0.3546  0.376
H: 1.0830 -1.3040 -0.7862  0.379
H: -0.6234 -1.3031 -1.2679  0.360
H: -2.1003 -0.4174 1.1160  0.246
H: -1.4704 1.2249 1.2616  0.276
H: 2.1568 0.5653 -0.4612  0.360

***

Computed, not measured: a 2-piece molecular cluster, C4H11N3O2 overall, with the ωB97M-V functional and the def2-TZVPD basis.

Properties
* E_tot: -473.6858 Eh
* net charge: 0
* energy relative to the best compared isomer or geometry (same formula, charge and spin): 73.4 kcal/mol
* SMILES: [H]/N=C(/N)NC.CC(=O)O
* HOMO energy: -9.19 eV
* orbital gap: 9.902 eV

Last column: Mulliken charge in e.
CARTESIAN COORDINATES (ANGSTROEM)
H: 1.0257 -0.7570 1.7726  0.209
N: 0.2265 -1.1458 1.2934  -0.671
C: 0.6067 -1.4915 0.0340  0.470
N: -0.4911 -1.5090 -0.9244  -0.415
N: 1.8603 -1.9026 -0.7597  -0.231
C: 3.0322 -2.3754 -0.2234  -0.765
H: -0.4876 -1.9645 -1.7774  0.194
H: -1.3784 -1.1282 -0.5508  0.188
H: 1.8503 -1.3332 -1.5798  0.276
H: 2.9214 -3.4380 0.2718  0.242
H: 3.6807 -1.6112 0.4115  0.260
H: 3.7324 -2.6761 -1.1650  0.275
C: -0.6638 2.4689 1.3785  -0.852
C: -1.3684 2.1075 -0.0171  0.649
O: -0.9950 2.5532 -1.0641  -0.540
O: -2.4741 1.3994 0.1261  -0.465
H: -0.8358 3.5598 1.3174  0.293
H: 0.4199 2.3423 1.5813  0.266
H: -1.4305 2.1129 2.0620  0.295
H: -2.5561 0.9169 0.8637  0.322